No. 1
C8H11AsCoN6OS4 | ωB97M-V/def2-TZVPD

The geometry in XYZ format:
```
32
Properties=species:S:1:pos:R:3:forces:R:3
Co 0.1639 -0.3009 0.1984 0.10 0.02 -0.06
S -1.1236 -4.4313 2.3697 0.00 -0.03 -0.04
As -1.0645 -3.1247 0.7089 -0.02 0.01 0.04
S -1.7116 -1.0674 1.2109 0.07 0.02 -0.01
S 0.9898 -2.4934 0.1495 -0.03 0.01 -0.03
S -2.1103 -3.8388 -1.0295 0.01 0.03 -0.02
C -2.6390 -0.6416 -3.7523 -0.03 0.00 0.04
N -1.4694 -1.4835 -3.5883 0.04 0.07 -0.08
C -1.3707 -2.7663 -4.2682 0.01 -0.04 0.05
C -0.7168 -1.2815 -2.4923 -0.06 -0.03 0.06
O -0.8232 -0.2657 -1.8003 0.05 0.01 -0.01
H -3.1599 -0.9268 -4.6649 0.02 0.00 -0.01
H -2.3483 0.4074 -3.8175 0.01 0.00 0.01
H -3.3112 -0.7521 -2.8968 0.00 -0.02 -0.01
H -2.1762 -2.8461 -4.9962 -0.01 0.01 0.01
H -1.4570 -3.5795 -3.5419 -0.02 0.00 0.00
H -0.4207 -2.8509 -4.8014 0.00 0.01 0.00
H 0.0196 -2.0599 -2.2626 0.01 0.00 0.00
N 2.9854 0.3116 -0.1391 0.03 0.02 -0.04
C 4.0444 0.5043 -0.9371 0.03 -0.02 0.00
C 3.5502 0.6834 -2.2120 0.05 0.04 -0.01
C 2.1568 0.5742 -2.0722 -0.05 0.05 -0.01
N 1.8361 0.3505 -0.8092 -0.15 -0.16 0.11
H 2.9399 0.1141 0.8495 0.00 -0.02 0.02
H 5.0465 0.5016 -0.5430 -0.02 0.01 -0.01
H 4.1126 0.8660 -3.1113 -0.01 0.00 0.02
H 1.3744 0.6396 -2.8097 0.02 -0.01 0.01
N 4.3467 2.5672 3.5971 -0.06 -0.09 0.02
C 3.3139 2.0320 3.6450 0.05 0.12 -0.04
N 2.1446 1.4461 3.7953 -0.02 -0.07 0.05
C 1.4872 1.0997 2.7296 0.05 0.26 -0.06
N 0.8580 0.8079 1.7962 -0.07 -0.18 0.00
```
Positions in Å, forces in eV/Å.

Summary:
- Multiplicity: 2
- Expectation value of S²: 0.98
- Total charge: -2
- HOMO-LUMO gap (spin up / spin down): 5.68 / 5.67 eV
- Strongest force on any atom: 0.270 eV/A
- ΔE to the lowest compared entry with this formula, charge and spin: 4.5 kcal/mol

Löwdin atomic charge list, values in e, 4 entries: Co -0.0826; S -0.2816; As -0.4993; S 0.0117

---

No. 2
C8H11Br | ωB97M-V/def2-TZVPD

The geometry in XYZ format:
```
20
Properties=species:S:1:pos:R:3:forces:R:3
C 2.2823 0.0151 -0.7668 -0.62 3.30 4.20
C 2.3619 1.0781 0.0893 -1.35 -4.91 -2.10
C -1.3405 -0.7116 -1.2609 -0.91 0.90 1.72
C -2.1695 -0.8583 0.0565 1.09 -0.01 0.86
C 1.5661 -0.1400 0.4394 0.30 1.17 -1.30
C -1.1299 0.1604 -0.0514 -0.88 0.02 -1.28
C 1.7107 -1.1899 1.4179 0.19 0.38 2.56
C -1.2615 1.6266 -0.2130 -1.49 1.15 0.56
Br -3.9873 -0.1926 0.2709 0.00 -0.42 -0.26
H 2.7535 -0.4655 -1.5140 1.13 -1.37 -2.77
H 2.5786 2.0474 0.2403 0.85 2.97 0.59
H -0.6714 -1.4458 -1.6370 0.46 -0.83 0.17
H -1.8256 -0.1441 -2.0360 -0.30 -0.01 -0.38
H -1.9737 -1.6831 0.8002 -0.36 0.71 -1.25
H 2.7855 -1.4513 1.3863 -0.33 -0.44 0.57
H 1.0851 -2.0241 1.1790 -0.17 -0.76 -0.27
H 1.3889 -0.8676 2.4731 0.69 -0.40 -1.44
H -2.2657 1.8956 -0.6351 0.43 -0.66 -0.05
H -0.5726 2.0625 -0.9098 0.71 -0.05 -0.24
H -1.3149 2.2884 0.6712 0.56 -0.75 0.13
```
Positions in Å, forces in eV/Å.

Summary:
- Multiplicity: 3
- Expectation value of S²: 2.02
- HOMO-LUMO gap (spin up / spin down): 6.79 / 9.23 eV
- Strongest force on any atom: 5.501 eV/A

Löwdin atomic charge list, values in e, 4 entries: C 0.0257; C 0.0580; C -0.0965; C -0.6455

---

No. 3
C8H11BrS | ωB97M-V/def2-TZVPD

The geometry in XYZ format:
```
21
Properties=species:S:1:pos:R:3:forces:R:3
Br 3.0491 0.6456 0.6853 0.09 0.02 0.16
C 1.7960 0.3027 -0.6815 -0.37 -0.11 -0.39
C 1.0355 1.3548 -1.1894 0.01 0.10 0.07
C 0.1106 1.0923 -2.2005 -0.10 0.15 -0.05
C -0.0495 -0.2024 -2.6944 -0.10 -0.03 -0.09
C 0.7205 -1.2426 -2.1738 -0.02 -0.18 -0.05
C 1.6499 -0.9975 -1.1625 0.07 -0.08 0.07
H 1.1681 2.3708 -0.7947 -0.07 -0.53 -0.21
H -0.4921 1.9159 -2.6056 0.30 -0.41 0.20
H -0.7791 -0.4021 -3.4903 0.37 0.10 0.40
H 0.5998 -2.2641 -2.5578 0.06 0.51 0.19
H 2.2602 -1.8102 -0.7469 -0.33 0.43 -0.22
C -1.4572 0.8285 2.3892 -0.02 0.14 0.12
C -1.5422 -0.5698 1.7938 -0.26 -0.13 -0.40
S -0.5807 -1.8116 2.7124 0.20 0.16 -0.09
H -1.7978 0.8210 3.4383 0.18 0.05 -0.40
H -2.0936 1.5249 1.8177 0.24 -0.19 0.19
H -0.4179 1.1967 2.3593 -0.38 -0.09 0.03
H -2.5814 -0.9493 1.8331 0.49 0.18 -0.07
H -1.2218 -0.5752 0.7342 -0.18 -0.01 0.51
H 0.6237 -1.2284 2.5342 -0.19 -0.10 0.03
```
Positions in Å, forces in eV/Å.

Summary:
- HOMO-LUMO gap: 9.69 eV
- Strongest force on any atom: 0.583 eV/A
- Structure (SMILES): Brc1ccccc1.CCS
- ΔE to the lowest compared entry with this formula, charge and spin: 0.0 kcal/mol

Löwdin atomic charge list, values in e, 4 entries: Br 0.7308; C -0.7143; C -0.1400; C -0.0919

---

No. 4
C8H11ClO | ωB97M-V/def2-TZVPD

The geometry in XYZ format:
```
21
Properties=species:S:1:pos:R:3:forces:R:3
Cl -0.2313 3.2808 -0.0160 -0.01 0.03 -0.04
C 0.0819 2.1532 1.2659 0.06 -0.29 0.33
C 1.3993 1.8426 1.5962 0.09 0.06 -0.08
C 1.6421 0.9352 2.6280 0.19 -0.02 0.02
C 0.5822 0.3483 3.3180 0.00 -0.10 0.11
C -0.7310 0.6713 2.9736 -0.13 -0.09 0.10
C -0.9905 1.5759 1.9452 -0.11 0.06 -0.08
H 2.2255 2.3114 1.0454 -0.44 -0.25 0.29
H 2.6782 0.6864 2.8929 -0.52 0.12 -0.13
H 0.7798 -0.3651 4.1290 -0.10 0.36 -0.41
H -1.5709 0.2132 3.5123 0.42 0.23 -0.26
H -2.0192 1.8383 1.6647 0.54 -0.13 0.15
C -1.2100 -1.5043 -3.4302 -0.20 -0.07 -0.09
C 0.2345 -1.8138 -3.0792 0.35 -0.15 -0.21
O 0.3584 -2.5481 -1.8601 -0.38 0.64 0.44
H -1.7931 -2.4381 -3.4980 0.19 0.37 0.03
H -1.2646 -0.9841 -4.4013 -0.02 -0.14 0.37
H -1.6661 -0.8600 -2.6598 0.11 -0.18 -0.29
H 0.6895 -2.4633 -3.8516 -0.21 0.35 0.36
H 0.8286 -0.8810 -3.0312 -0.18 -0.32 -0.03
H -0.0233 -1.9988 -1.1438 0.34 -0.49 -0.58
```
Positions in Å, forces in eV/Å.

Summary:
- HOMO-LUMO gap: 10.00 eV
- Strongest force on any atom: 0.866 eV/A
- Structure (SMILES): Clc1ccccc1.CCO
- ΔE to the lowest compared entry with this formula, charge and spin: 10.3 kcal/mol

Löwdin atomic charge list, values in e, 4 entries: Cl 0.6537; C -0.6823; C -0.1167; C -0.0904

---

No. 5
C8H11ClOSi | ωB97M-V/def2-TZVPD

The geometry in XYZ format:
```
22
Properties=species:S:1:pos:R:3:forces:R:3
C -0.0216 -1.8628 2.9408 -0.08 0.00 0.03
C -1.1010 -1.5089 2.1459 -0.11 -0.05 0.18
C 1.2658 -1.7194 2.4501 0.03 -0.02 0.19
C -0.8943 -1.0236 0.8690 0.10 0.03 -0.23
C 1.4709 -1.2357 1.1729 0.09 0.04 -0.19
C 0.3960 -0.8958 0.3510 0.06 -0.05 -0.34
C -0.6640 -0.6288 -2.6501 0.25 -0.07 0.36
C 1.1644 3.1548 -0.9169 -0.46 -0.42 -0.29
O 0.1337 3.7564 -1.5816 -0.01 -0.12 0.23
Si 0.6960 -0.2331 -1.3806 -0.58 0.90 0.13
Cl 2.4764 -0.9686 -2.0810 0.42 -0.25 -0.12
H -0.1890 -2.2463 3.9382 0.02 -0.01 0.03
H -2.1069 -1.6219 2.5253 -0.07 0.02 0.01
H 2.1098 -1.9867 3.0693 0.08 -0.02 0.03
H -1.7442 -0.7551 0.2583 -0.16 0.01 -0.07
H 2.4790 -1.1314 0.7955 0.08 -0.03 0.00
H -1.2740 0.2387 -2.8768 -0.06 0.20 0.02
H -0.2174 -0.9728 -3.5813 0.12 0.02 -0.01
H -1.3236 -1.4144 -2.2863 -0.05 -0.13 0.09
H 2.1089 3.2696 -1.4134 0.16 -0.03 -0.13
H 1.1318 3.1230 0.1598 -0.06 -0.07 0.16
H -0.6859 3.6459 -1.0807 0.24 0.06 -0.08
```
Positions in Å, forces in eV/Å.

Summary:
- HOMO-LUMO gap (spin up / spin down): 7.58 / 7.25 eV
- Strongest force on any atom: 1.081 eV/A
- ΔE to the lowest compared entry with this formula, charge and spin: 54.2 kcal/mol

Löwdin atomic charge list, values in e, 4 entries: C -0.0899; C -0.0938; C -0.0890; C -0.1195

---

No. 6
C8H11F3O2 | ωB97M-V/def2-TZVPD

The geometry in XYZ format:
```
24
Properties=species:S:1:pos:R:3:forces:R:3
C 2.2676 -0.5125 -0.7172 0.49 0.24 -0.33
C 1.3054 0.4302 -1.4107 -0.79 -0.30 1.47
C 0.6022 1.3481 -0.3540 -0.63 0.33 -1.27
C -0.1299 2.4869 -1.0897 0.03 0.69 0.19
C -0.2854 0.5677 0.6603 2.17 -0.33 0.25
O 0.1017 0.5190 1.8208 -1.02 0.00 -1.00
C -1.4688 -0.2976 0.2053 0.86 0.23 -0.05
C -1.9639 -1.1489 1.3527 -4.26 0.91 0.05
O -3.1321 -0.9316 1.7360 3.61 -1.10 -0.32
C -1.2089 -2.4080 1.8592 -0.47 -1.14 1.22
F -0.2689 -2.8245 0.9728 -0.44 0.60 0.86
F -2.0948 -3.4561 2.0021 1.01 1.35 -0.29
F -0.6681 -2.1997 3.0992 -0.29 -0.22 -1.76
H 1.7761 -1.1016 0.0707 0.29 0.05 -0.32
H 2.7091 -1.1384 -1.4939 0.04 -0.40 0.33
H 3.0874 0.0759 -0.2867 -0.15 -0.25 0.18
H 1.8130 1.0149 -2.1609 0.18 0.48 -0.10
H 0.5815 -0.1736 -1.9520 -0.40 0.07 -0.11
H 1.3782 1.8609 0.2116 0.02 -0.40 0.44
H -0.8117 2.1505 -1.8759 0.24 -0.04 -0.06
H 0.6144 3.2168 -1.4902 -0.49 -0.80 -0.06
H -0.7212 3.0980 -0.4060 -0.12 -0.11 0.17
H -1.1958 -0.9451 -0.6557 0.02 0.46 0.42
H -2.2873 0.3689 -0.0977 0.09 -0.33 0.07
```
Positions in Å, forces in eV/Å.

Summary:
- HOMO-LUMO gap: 10.19 eV
- Strongest force on any atom: 4.358 eV/A
- Structure (SMILES): CC[C@@H](C)C(=O)CC(=O)C(F)(F)F
- ΔE to the lowest compared entry with this formula, charge and spin: 0.0 kcal/mol

Löwdin atomic charge list, values in e, 4 entries: C -0.0964; C -0.2267; C -0.2938; C -0.0741